(1)
Molecular formula: C5H10O
Method: DFT, ωB97M-V with the def2-TZVPD basis set

Results
Net charge = 0
Highest occupied orbital energy = -9.53 eV
Gap between HOMO and LUMO = 10.43 eV
Spin multiplicity = 1
SMILES string = CC1(C)C[C@H]1O
E = -271.6822 Eh
Energy above the lowest of the compared OMol25 structures with the same formula, charge and spin = 1.915 eV

Atoms and positions in Å:
C 0.132 1.580 0.224
C 0.223 0.054 0.117
C 1.517 -0.666 -0.557
C -0.464 -0.833 1.190
C -0.994 -0.720 -0.215
H 0.629 1.972 -0.769
H 0.699 1.975 1.103
H -0.817 2.083 0.308
H 1.540 -0.184 -1.634
H 2.433 -0.292 -0.002
H 1.497 -1.756 -0.651
H 0.023 -1.722 1.586
H -1.023 -0.255 1.949
H -0.872 -1.502 -0.862
H -2.278 0.319 -1.329
O -2.245 -0.053 -0.459

Löwdin atomic charge list, values in e, 2 entries: number 1, C, carries -0.047; number 2, C, carries -0.446

(2)
Molecular formula: C6H10
Method: DFT, ωB97M-V with the def2-TZVPD basis set

Results
Net charge = 0
Highest occupied orbital energy = -8.82 eV
Gap between HOMO and LUMO = 9.84 eV
Spin multiplicity = 1
SMILES string = C=C/C=C\CC
E = -234.5639 Eh
Energy above the lowest of the compared OMol25 structures with the same formula, charge and spin = 1.050 eV

Atoms and positions in Å:
C -1.968 0.164 0.852
C -0.428 1.255 -0.801
C 0.825 1.009 -0.397
C 1.329 -0.109 0.490
C 1.098 -1.489 -0.146
C -1.672 0.575 -0.384
H -1.271 0.316 1.678
H -2.924 -0.314 1.070
H -0.563 2.042 -1.547
H 1.272 -1.440 -1.226
H 1.602 1.642 -0.830
H 0.874 -0.077 1.487
H 2.403 0.042 0.649
H 0.069 -1.823 0.006
H 1.773 -2.242 0.274
H -2.420 0.448 -1.174

Löwdin atomic charge list, values in e, 2 entries: number 1, C, carries 0.001; number 2, C, carries -0.131

(3)
Molecular formula: C24H35BN7ORb
Method: DFT, ωB97M-V with the def2-TZVPD basis set

Results
Net charge = 0
Highest occupied orbital energy = -8.18 eV
Gap between HOMO and LUMO = 8.26 eV
Spin multiplicity = 1
E = -1443.0821 Eh
Energy above the lowest of the compared OMol25 structures with the same formula, charge and spin = 0.000 eV

Atoms and positions in Å:
Rb -1.127 -0.147 -0.920
C 2.245 2.269 -3.849
C 0.730 2.358 -3.864
C 0.042 1.054 -4.190
C 0.320 2.950 -2.555
C -0.181 4.247 -2.359
C -0.318 4.297 -0.959
N -0.090 3.056 -0.447
N 0.296 2.231 -1.454
B 0.058 2.701 1.067
N 1.114 1.577 1.212
C 2.444 1.664 1.061
C 2.966 0.419 1.432
C 1.868 -0.351 1.877
N 0.755 0.368 1.679
C 1.911 -1.647 2.685
C 2.608 -2.846 1.976
C 0.503 -2.114 3.082
N -1.285 2.219 1.678
C -1.608 2.291 2.974
C -2.888 1.799 3.160
C -3.271 1.437 1.853
N -2.278 1.666 0.978
C -4.574 0.868 1.364
C -4.424 -0.287 0.329
C -5.402 0.451 2.622
H 2.572 1.894 -4.825
H 2.512 1.588 -3.035
H 2.693 3.250 -3.670
H 0.361 3.144 -4.570
H 0.433 0.307 -3.524
H 0.263 0.754 -5.229
H -1.025 1.101 -4.111
H -0.301 5.036 -3.059
H -0.605 5.110 -0.278
H 0.397 3.713 1.613
H 2.872 2.593 0.759
H 3.963 0.037 1.456
H 2.428 -1.475 3.609
H 1.916 -3.093 1.156
H 2.658 -3.738 2.608
H 3.575 -2.643 1.645
H -0.109 -2.159 2.172
H 0.051 -1.389 3.730
H 0.535 -3.152 3.508
H -0.854 2.735 3.631
H -3.423 1.757 4.113
H -5.121 1.637 0.789
H -3.994 -1.177 0.788
H -3.802 0.046 -0.469
H -5.343 -0.579 -0.135
H -4.853 -0.319 3.171
H -6.408 0.127 2.276
H -5.624 1.314 3.225
O 1.628 -0.450 -1.501
C 2.114 -1.563 -2.196
C 1.613 -2.851 -1.582
C 2.506 -3.906 -1.374
C 2.134 -4.997 -0.613
C 0.808 -5.149 -0.308
C -0.106 -4.158 -0.733
N 0.310 -3.041 -1.323
H 2.195 -0.201 -0.766
H 3.219 -1.635 -2.192
H 1.685 -1.429 -3.182
H 3.510 -3.710 -1.685
H 2.954 -5.631 -0.230
H 0.402 -5.962 0.320
H -1.155 -4.266 -0.409

Löwdin atomic charge list, values in e, 2 entries: number 1, Rb, carries 0.869; number 2, C, carries -0.051

(4)
Molecular formula: C11H26Cl4N4O11
Method: DFT, ωB97M-V with the def2-TZVPD basis set

Results
Net charge = 0
Highest occupied orbital energy = -10.55 eV
Gap between HOMO and LUMO = 10.20 eV
Spin multiplicity = 1
SMILES string = C[N+](=O)[O-].C[N+](=O)[O-].C[N+](=O)[O-].C[N+](=O)[O-].COC(=O)OC.ClCCCl.ClCCCl
E = -3321.7159 Eh
Energy above the lowest of the compared OMol25 structures with the same formula, charge and spin = 2.149 eV

Atoms and positions in Å:
Cl 28.122 1.493 8.460
C 28.027 3.202 7.979
C 29.446 3.790 7.782
Cl 29.377 5.531 7.385
H 27.540 3.756 8.782
H 27.400 3.125 7.090
H 29.980 3.239 7.007
H 30.019 3.740 8.708
Cl 36.335 1.085 8.513
C 36.517 0.966 6.726
C 36.546 2.321 6.019
Cl 38.153 3.129 6.310
H 35.669 0.392 6.351
H 37.384 0.363 6.457
H 35.797 3.021 6.391
H 36.450 2.241 4.937
C 24.355 8.951 14.980
N 25.230 9.161 13.834
O 25.190 8.285 12.928
O 25.923 10.190 13.907
H 24.804 9.207 15.939
H 24.106 7.904 15.154
H 23.507 9.630 14.894
C 27.275 3.865 17.706
N 27.617 3.389 16.357
O 27.101 3.900 15.412
O 28.441 2.416 16.276
H 26.872 4.875 17.632
H 28.149 3.829 18.356
H 26.574 3.162 18.155
C 32.398 8.805 12.491
N 33.364 7.817 12.146
O 33.494 7.598 10.946
O 33.884 7.241 13.059
H 32.359 9.482 11.638
H 32.741 9.371 13.358
H 31.437 8.312 12.641
C 29.036 0.107 2.419
N 30.429 0.605 2.371
O 30.648 1.842 2.206
O 31.320 -0.231 2.559
H 28.503 0.964 2.009
H 28.882 -0.054 3.486
H 28.881 -0.763 1.781
C 31.962 -5.199 10.991
O 32.382 -6.540 11.211
C 32.486 -7.342 10.135
O 32.050 -7.094 8.991
O 33.125 -8.442 10.489
C 33.334 -9.493 9.518
H 32.781 -4.528 10.732
H 31.536 -4.858 11.934
H 31.181 -5.080 10.241
H 32.606 -9.415 8.710
H 33.259 -10.558 9.738
H 34.278 -9.342 8.995

Löwdin atomic charge list, values in e, 2 entries: number 1, Cl, carries 0.534; number 2, C, carries -0.663

(5)
Molecular formula: C5H4N4O3S
Method: DFT, ωB97M-V with the def2-TZVPD basis set

Results
Net charge = 0
Highest occupied orbital energy = -10.44 eV
Gap between HOMO and LUMO = 9.09 eV
Spin multiplicity = 1
E = -1035.8404 Eh
Energy above the lowest of the compared OMol25 structures with the same formula, charge and spin = 0.000 eV

Atoms and positions in Å:
C 1.803 -1.272 0.102
C -0.160 -1.813 -0.855
C 1.292 2.129 0.233
C 1.459 0.070 0.077
C 0.125 0.378 -0.233
N 1.036 -2.192 -0.494
N -0.731 -0.637 -0.620
N 2.128 1.196 0.425
N 0.026 1.673 -0.145
O -3.027 -1.486 0.569
O -1.506 0.081 1.632
O -2.851 0.888 -0.207
S -2.311 -0.258 0.473
H 2.763 -1.692 0.410
H -0.731 -2.454 -1.582
H 1.540 3.128 0.465
H -0.855 2.261 -0.250

Löwdin atomic charge list, values in e, 2 entries: number 1, C, carries 0.007; number 2, C, carries -0.166

(6)
Molecular formula: C5H15NO
Method: DFT, ωB97M-V with the def2-TZVPD basis set

Results
Net charge = 0
Highest occupied orbital energy = -9.85 eV
Gap between HOMO and LUMO = 10.82 eV
Spin multiplicity = 1
SMILES string = CC(C)[C@H](C)N.O
E = -329.5076 Eh
Energy above the lowest of the compared OMol25 structures with the same formula, charge and spin = 0.000 eV

Atoms and positions in Å:
C 1.303 1.633 -0.960
C 0.255 0.610 -0.513
C 0.867 -0.773 -0.271
C -0.214 -1.829 -0.055
C 1.866 -0.801 0.889
N -0.506 1.062 0.663
H 1.862 1.277 -1.829
H 0.845 2.584 -1.226
H 2.019 1.821 -0.155
H -0.470 0.503 -1.325
H 1.422 -1.045 -1.177
H -0.927 -1.869 -0.877
H -0.750 -1.644 0.874
H 0.235 -2.821 0.032
H 2.705 -0.123 0.717
H 1.405 -0.526 1.843
H 2.262 -1.808 1.009
H 0.129 1.192 1.453
H -0.878 1.987 0.475
H -3.554 -0.547 0.644
H -2.249 0.224 0.370
O -3.129 0.025 -0.009

Löwdin atomic charge list, values in e, 2 entries: number 1, C, carries -0.064; number 2, C, carries -0.432

(7)
Molecular formula: C4H10NO
Method: DFT, ωB97M-V with the def2-TZVPD basis set

Results
Net charge = -1
Highest occupied orbital energy = -1.83 eV
Gap between HOMO and LUMO = 4.74 eV
Spin multiplicity = 1
E = -288.2255 Eh
Energy above the lowest of the compared OMol25 structures with the same formula, charge and spin = 4.521 eV

Atoms and positions in Å:
C -3.966 0.192 -0.076
O -4.745 -0.904 -0.043
C -2.450 -0.135 0.316
C 3.457 -0.992 -0.002
C 3.546 0.347 0.200
N 2.697 1.358 -0.540
H -3.909 0.529 -1.142
H -4.311 0.951 0.678
H 4.214 -1.639 0.433
H -2.141 -1.122 -0.060
H -2.324 -0.257 1.407
H 2.567 -1.498 -0.359
H 3.934 0.919 1.042
H 2.266 0.411 -0.188
H 2.954 1.224 -1.516
H -1.787 0.617 -0.151

Löwdin atomic charge list, values in e, 2 entries: number 1, C, carries -0.615; number 2, O, carries -0.423

(8)
Molecular formula: C24H29B2CoN5O3S2
Method: DFT, ωB97M-V with the def2-TZVPD basis set

Results
Net charge = -1
Highest occupied orbital energy = -2.74 eV
Gap between HOMO and LUMO = 5.17 eV
Spin multiplicity = 1
E = -3660.3757 Eh
Energy above the lowest of the compared OMol25 structures with the same formula, charge and spin = 0.619 eV

Atoms and positions in Å:
Co -1.201 -0.590 -1.034
O -1.089 -2.663 -1.256
N -1.210 -3.343 -0.147
C -0.122 -3.621 0.592
C -0.246 -4.349 1.756
C -1.494 -4.765 2.186
C -2.602 -4.432 1.426
C -2.435 -3.717 0.263
H 0.802 -3.203 0.214
H 0.643 -4.554 2.331
H -1.602 -5.306 3.115
H -3.602 -4.700 1.735
H -3.232 -3.378 -0.380
C 2.349 2.421 0.915
C 1.285 1.377 1.207
N 1.650 0.481 2.301
C 2.393 -0.632 2.170
S 3.362 -0.954 0.833
N 2.331 -1.457 3.250
C 3.170 -2.623 3.420
C 4.552 -2.276 3.957
H 1.992 3.082 0.121
H 3.275 1.948 0.591
H 2.555 3.029 1.799
H 1.039 0.794 0.315
H 0.355 1.858 1.500
H 1.006 0.479 3.082
H 1.485 -1.406 3.805
H 3.274 -3.141 2.463
H 2.652 -3.285 4.119
H 5.057 -1.609 3.258
H 5.157 -3.177 4.074
H 4.475 -1.778 4.925
B -1.458 -1.073 3.561
C -1.370 -0.872 1.987
N -1.306 -0.725 0.843
H -0.900 -0.126 4.102
H -0.891 -2.116 3.855
H -2.622 -1.118 3.896
O -1.162 2.455 -0.446
B -1.738 1.281 -1.077
O -2.837 1.801 -1.863
C -2.883 3.144 -1.704
C -3.752 4.057 -2.260
C -3.572 5.403 -1.926
C -2.556 5.799 -1.068
C -1.679 4.866 -0.507
C -1.864 3.543 -0.841
H -4.540 3.736 -2.929
H -4.237 6.148 -2.346
H -2.440 6.849 -0.827
H -0.884 5.163 0.166
S -1.067 -1.170 -5.420
C -1.509 -1.336 -3.752
N -0.883 -0.577 -2.913
C 0.049 0.227 -3.578
C 0.912 1.138 -2.970
C 1.778 1.856 -3.768
C 1.801 1.676 -5.156
C 0.960 0.769 -5.767
C 0.085 0.043 -4.962
H -2.257 -2.044 -3.433
H 0.872 1.254 -1.896
H 2.454 2.567 -3.311
H 2.492 2.252 -5.760
H 0.981 0.623 -6.840

Löwdin atomic charge list, values in e, 2 entries: number 1, Co, carries 0.171; number 2, O, carries -0.166

(9)
Molecular formula: C4H10O3
Method: DFT, ωB97M-V with the def2-TZVPD basis set

Results
Net charge = -1
Highest occupied orbital energy (alpha / beta) = -3.65 / -3.63 eV
Gap between HOMO and LUMO (alpha / beta) = 7.21 / 4.90 eV
Spin multiplicity = 2
E = -384.0350 Eh
Energy above the lowest of the compared OMol25 structures with the same formula, charge and spin = 1.093 eV

Atoms and positions in Å:
C 1.284 1.566 1.783
O 2.461 2.084 1.496
C 0.399 1.243 0.503
C 0.547 -0.175 -0.148
C -0.740 -0.281 -1.054
O -0.722 -1.403 -1.850
H 1.364 0.596 2.355
H 0.596 2.100 2.467
H 0.708 1.949 -0.271
H -0.605 1.414 0.889
H 1.362 -0.183 -0.866
H 0.624 -0.942 0.621
H -0.710 0.527 -1.815
H -1.578 -0.119 -0.331
H -1.636 -2.154 -1.278
H -2.974 -2.161 -0.086
O -2.429 -2.705 -0.684

Löwdin atomic charge list, values in e, 2 entries: number 1, C, carries -0.392; number 2, O, carries 0.009

(10)
Molecular formula: C16H20LuN5O4
Method: DFT, ωB97M-V with the def2-TZVPD basis set

Results
Net charge = +2
Highest occupied orbital energy (alpha / beta) = -14.13 / -14.40 eV
Gap between HOMO and LUMO (alpha / beta) = 6.41 / 7.06 eV
Spin multiplicity = 1
E = -2431.4395 Eh
Energy above the lowest of the compared OMol25 structures with the same formula, charge and spin = 5.687 eV

Atoms and positions in Å:
Lu 0.963 -0.032 -0.009
C 1.823 -0.798 3.213
O 2.004 -0.055 1.990
C 3.320 0.506 1.803
C 4.061 -0.300 0.752
O 3.198 -0.347 -0.399
C 3.876 -0.776 -1.606
H 1.953 -0.137 4.068
H 2.531 -1.625 3.273
H 0.804 -1.175 3.199
H 3.869 0.540 2.742
H 3.179 1.528 1.441
H 4.268 -1.317 1.096
H 5.002 0.189 0.501
H 4.706 -0.105 -1.820
H 3.150 -0.730 -2.411
H 4.246 -1.793 -1.483
O -0.061 0.097 -4.088
C -0.116 0.103 -2.895
O 0.882 -0.074 -2.040
C -1.427 0.304 -2.124
C -2.699 0.391 -2.528
C -3.843 0.433 -1.605
C -3.886 0.343 -0.257
C -2.711 0.201 0.691
N -1.143 0.253 -0.742
H -2.907 0.421 -3.591
H -4.802 0.540 -2.101
H -4.859 0.396 0.214
H -2.991 0.128 1.738
N -2.158 2.535 -0.210
C -1.403 3.529 0.299
C -0.383 2.937 1.033
N -0.486 1.602 1.012
C -1.662 1.276 0.238
C -1.773 -0.892 0.102
N -0.653 -1.449 0.817
C -0.615 -2.763 0.519
C -1.663 -3.116 -0.317
N -2.366 -1.995 -0.565
H -3.008 2.666 -0.734
H -1.613 4.570 0.111
H 0.414 3.440 1.560
H 0.132 -3.421 0.936
H -1.934 -4.077 -0.722
H -3.219 -1.952 -1.100

Löwdin atomic charge list, values in e, 2 entries: number 1, Lu, carries 1.849; number 2, C, carries -0.019

(11)
Molecular formula: C37H40AuFN5O3
Method: DFT, ωB97M-V with the def2-TZVPD basis set

Results
Net charge = +1
Highest occupied orbital energy = -8.33 eV
Gap between HOMO and LUMO = 4.83 eV
Spin multiplicity = 1
E = -2168.7046 Eh
Energy above the lowest of the compared OMol25 structures with the same formula, charge and spin = 0.310 eV

Atoms and positions in Å:
Au 0.318 1.144 -2.083
C 4.682 -2.649 3.059
C 4.439 -1.153 3.178
N 3.313 -0.703 2.349
C 3.570 -0.202 1.129
C 2.637 0.206 0.216
C 3.219 0.714 -1.108
O 4.430 0.844 -1.144
O 2.411 0.940 -2.069
C 1.272 0.130 0.579
O 0.280 0.504 -0.102
C 0.977 -0.424 1.902
C -0.356 -0.528 2.316
C -0.647 -1.044 3.543
F -1.932 -1.091 3.949
C 0.353 -1.507 4.409
C 1.668 -1.400 4.006
C 2.001 -0.842 2.762
N 0.077 -2.063 5.694
C 0.255 -1.188 6.845
C 0.774 -2.048 8.010
N 0.391 -3.477 7.728
C -1.027 -3.566 7.246
C -1.106 -2.903 5.858
H 5.529 -2.939 3.681
H 4.913 -2.915 2.028
H 3.811 -3.228 3.368
H 5.312 -0.597 2.844
H 4.253 -0.849 4.208
H 4.611 -0.105 0.841
H -1.144 -0.172 1.665
H 2.434 -1.782 4.666
H -0.683 -0.690 7.122
H 0.980 -0.412 6.614
H 0.334 -1.774 8.966
H 1.858 -2.023 8.094
H 0.541 -4.060 8.550
H 0.996 -3.814 6.976
H -1.633 -3.049 7.987
H -1.320 -4.613 7.223
H -2.046 -2.351 5.801
H -1.109 -3.656 5.070
C -3.967 -2.105 -2.036
N -2.562 -1.988 -2.368
C -1.737 -2.123 -1.195
C -2.246 -0.834 -3.205
C -2.579 0.553 -2.666
C -3.908 0.972 -2.774
C -4.338 2.202 -2.310
C -3.423 3.068 -1.733
C -2.089 2.700 -1.656
C -1.665 1.456 -2.115
H -4.145 -3.073 -1.564
H -4.568 -2.057 -2.945
H -4.321 -1.316 -1.352
H -1.932 -3.092 -0.727
H -1.933 -1.346 -0.446
H -0.680 -2.087 -1.472
H -2.815 -0.967 -4.129
H -1.194 -0.888 -3.476
H -4.621 0.304 -3.245
H -5.377 2.489 -2.413
H -3.733 4.044 -1.381
H -1.372 3.411 -1.268
C -1.683 0.279 -7.163
C -1.987 1.560 -6.716
C -1.312 2.108 -5.639
C -0.308 1.381 -4.994
C 0.013 0.111 -5.465
C -0.679 -0.442 -6.533
N 0.381 1.926 -3.896
C 0.908 3.221 -3.960
C 0.974 4.060 -2.846
C 1.543 5.323 -2.938
C 2.036 5.791 -4.144
C 1.971 4.964 -5.259
C 1.428 3.696 -5.172
H -2.217 -0.147 -8.001
H -2.765 2.132 -7.205
H -1.557 3.099 -5.280
H 0.830 -0.426 -4.998
H -0.419 -1.433 -6.884
H 0.589 3.729 -1.889
H 1.586 5.948 -2.055
H 2.470 6.779 -4.216
H 2.366 5.304 -6.208
H 1.407 3.050 -6.040

Löwdin atomic charge list, values in e, 2 entries: number 1, Au, carries 1.325; number 2, C, carries -0.057